Entry 1:
The following is a DFT calculation (ωB97M-V/def2-TZVPD) of a 3-piece molecular cluster, C20H22F2O5 overall in a non-equilibrium geometry.

The geometry in XYZ format:
```
49
Properties=species:S:1:pos:R:3:forces:R:3
C 4.504913 -1.059408 -1.237959 0.3 -0.3 0.3
C 4.402443 -0.411398 -2.229250 -1.0 0.5 -0.2
O 4.027528 0.421216 -3.178975 0.5 -0.1 0.2
C 4.000010 1.765141 -2.819310 0.1 0.6 -0.1
O 3.937868 2.581575 -3.664776 0.0 0.2 -0.6
O 4.045743 2.021739 -1.505510 0.0 -0.5 -0.2
C 2.767968 1.918160 -0.885111 0.0 0.2 1.0
O 2.117861 3.140983 -0.952601 0.0 -0.2 -0.3
C 0.735526 3.011030 -1.238857 -0.5 0.3 -0.5
C 0.425122 2.498135 -2.661525 -0.2 0.2 0.5
O -0.483918 1.412365 -2.635604 0.5 0.1 -0.3
C 0.093705 0.149367 -2.891127 -0.2 -1.0 0.1
C 0.152962 -0.740572 -1.639026 0.4 0.6 -0.1
H 4.691582 -1.579833 -0.341373 0.1 -0.4 0.2
H 2.184434 1.097053 -1.302924 0.0 0.0 -0.3
H 2.973931 1.692159 0.158300 0.2 -0.1 0.1
H 0.209813 2.381639 -0.521697 0.1 -0.2 0.2
H 0.313603 4.002349 -1.136965 0.1 0.2 0.2
H -0.047711 3.284668 -3.240812 -0.1 0.2 0.0
H 1.359512 2.265854 -3.171827 0.0 -0.2 -0.1
H -0.526737 -0.339491 -3.638956 -0.1 0.0 -0.2
H 1.092516 0.204848 -3.326111 0.1 0.4 -0.1
H 0.048538 -0.090768 -0.775255 -0.1 -0.1 0.2
H 1.112591 -1.244283 -1.543834 0.1 -0.1 -0.1
H -0.621200 -1.489989 -1.618582 -0.3 -0.1 0.0
F -1.938057 3.672511 0.636150 0.0 0.0 0.0
C -2.306236 2.656899 1.443297 -0.1 -0.2 0.1
C -2.946554 1.563103 0.896139 -0.1 0.0 -0.2
C -3.326554 0.522990 1.732128 0.0 0.2 0.2
C -3.068098 0.593296 3.094127 0.0 -0.1 0.0
C -2.421962 1.702290 3.623127 0.0 -0.1 -0.1
C -2.032955 2.743570 2.793813 0.1 0.2 0.1
H -3.143873 1.532768 -0.167723 0.0 0.0 0.0
H -3.825758 -0.342289 1.319973 0.0 0.0 0.0
H -3.370676 -0.217617 3.743731 0.0 0.0 0.0
H -2.223029 1.759015 4.684854 0.0 0.0 0.0
H -1.524768 3.615225 3.184632 0.0 0.0 0.0
F -1.521329 -1.543045 0.571256 -0.1 -0.1 0.1
C -1.235671 -2.718765 1.162317 0.1 -0.2 0.1
C 0.082706 -3.033565 1.424482 0.2 0.1 0.0
C 0.373997 -4.243748 2.036653 -0.1 0.0 0.0
C -0.648821 -5.121540 2.369228 0.0 -0.1 0.0
C -1.967439 -4.787364 2.093411 0.1 0.0 0.0
C -2.267914 -3.575356 1.489079 -0.2 0.1 0.0
H 0.865096 -2.337829 1.150982 0.0 0.0 0.0
H 1.401539 -4.501886 2.254289 0.0 0.0 0.0
H -0.417405 -6.065876 2.843378 0.0 0.0 0.0
H -2.765007 -5.471911 2.348502 0.0 0.0 0.0
H -3.289851 -3.293396 1.271839 0.0 0.0 0.0
```
Forces are in eV/Å.

Values from the calculation:
orbital gap	0.3629	Ha
highest occupied orbital energy	-0.343	Ha
lowest unoccupied orbital energy	0.01968	Eh
E_tot	-36764.87535	eV

Löwdin population analysis, charges in e, atoms 1 to 5: atom 1 (C): 0.15, atom 2 (C): -0.20, atom 3 (O): 0.11, atom 4 (C): -0.54, atom 5 (O): 0.22

Entry 2:
The following is a DFT calculation (ωB97M-V/def2-TZVPD) of an isolated ion of composition C10H20ClN2O and charge +1 in a non-equilibrium geometry.

The geometry in XYZ format:
```
34
Properties=species:S:1:pos:R:3:forces:R:3
C -1.850412 -2.780611 -0.355351 1.5 0.9 2.0
C -2.149691 -3.318357 -1.441866 -1.1 0.4 -2.4
C -0.740552 -1.093306 0.605426 0.6 4.5 -2.2
C 0.362375 -0.554610 -0.586420 0.7 -1.9 -0.1
C -3.342229 -3.985094 -2.007709 0.7 -2.5 -1.6
C 1.612176 -1.448398 -0.419595 -0.2 0.1 0.7
C 2.025136 1.134356 1.488126 0.0 0.5 -1.4
C 1.915927 2.796980 -0.244583 -0.1 2.9 -0.9
C 0.015919 2.504006 1.297856 -0.7 -0.5 0.1
C 0.453839 1.012101 -0.535614 1.7 -1.8 -1.4
N -0.196138 -0.617235 -1.851922 -2.0 1.2 0.3
N 1.109073 1.873070 0.573037 -0.7 -0.5 -0.3
O -0.975779 -2.385492 0.477307 -1.2 -3.4 -0.4
Cl 0.248071 -1.747589 -2.943548 0.3 -1.1 -0.3
H -1.313724 -2.982571 -2.149877 -0.4 -0.6 -0.1
H -0.326702 -0.916878 1.537075 0.7 0.3 2.0
H -1.625942 -0.465679 0.420107 0.1 -0.3 0.2
H -4.173587 -4.249324 -1.349163 0.4 0.4 0.1
H -2.857549 -4.959473 -2.340923 -0.9 0.6 0.5
H -3.699322 -3.649439 -3.003613 0.3 0.6 0.9
H 1.266034 -2.448117 -0.122857 0.2 0.1 -0.6
H 2.004606 -1.081476 0.521480 1.0 -0.5 -0.2
H 2.338394 -1.548230 -1.286159 -0.9 0.6 1.2
H 2.704050 1.861247 1.889746 0.5 0.1 0.3
H 1.511235 0.615181 2.256102 -0.6 -0.4 0.6
H 2.466649 0.446371 0.791293 1.0 -0.1 0.5
H 1.249992 3.169330 -1.102789 1.2 -0.5 1.3
H 2.179878 3.706482 0.357276 0.0 -0.9 -0.4
H 2.840893 2.325102 -0.661883 -1.0 0.2 0.5
H -0.430277 1.826487 1.969923 -0.5 -1.6 0.4
H 0.189545 3.267355 1.964248 1.7 2.2 1.1
H -0.756810 2.844214 0.675557 -0.8 0.4 -1.3
H -0.624203 1.194922 -0.613001 0.7 1.1 -0.5
H 1.168421 1.230110 -1.426503 -2.2 -0.4 1.3
```
Forces are in eV/Å.

Values from the calculation:
orbital gap (alpha / beta)	0.2096 / 0.2671	Ha
highest occupied orbital energy (alpha / beta)	-0.363 / -0.391	Ha
energy relative to the best compared isomer or geometry (same formula, charge and spin)	220.5	kcal per mole
lowest unoccupied orbital energy (alpha / beta)	-0.15354 / -0.12397	Eh
E_tot	-28229.23697	eV
net charge	+1

Löwdin population analysis, charges in e, atoms 1 to 5: atom 1 (C): 0.01, atom 2 (C): -0.13, atom 3 (C): -0.13, atom 4 (C): -0.57, atom 5 (C): -0.06

Entry 3:
The following is a DFT calculation (ωB97M-V/def2-TZVPD) of C45H48Cl2MnN3O2P2Si2 as an isolated structure.

The geometry in XYZ format:
```
105
Properties=species:S:1:pos:R:3:forces:R:3
Mn 0.230781 1.019621 -1.900571 0.0 0.1 0.4
C -2.587939 -2.142740 -2.844102 0.0 0.0 0.0
Si -2.532920 -0.327374 -2.325740 0.0 0.1 0.1
C -1.790341 0.595634 -3.782093 0.0 0.0 0.0
C -4.269415 0.302436 -2.043253 0.1 0.0 -0.1
N -1.461690 -0.038538 -0.998843 -0.1 -0.3 -0.1
P -1.367550 -0.049825 0.593775 -0.1 0.1 0.0
C 0.174401 0.497871 1.242875 0.0 0.1 0.0
P 1.673337 -0.105898 0.598283 0.1 0.0 0.1
N 1.866789 -0.054705 -0.981613 -0.1 -0.1 -0.2
Si 3.311386 -0.396653 -1.889971 0.0 -0.1 0.1
C 4.281516 -1.828541 -1.129138 0.1 0.0 0.0
C 4.526345 1.025752 -1.958938 0.0 0.0 0.0
C 2.797215 -0.927162 -3.609879 0.1 0.0 0.0
C 3.002885 0.881313 1.353101 0.0 0.0 0.0
C 3.932006 0.450210 2.292489 0.1 0.0 0.0
C 4.938803 1.303022 2.728123 0.0 0.0 0.0
C 5.023640 2.595510 2.234673 0.0 0.0 0.0
C 4.115492 3.027459 1.277011 0.0 0.0 0.0
C 3.124413 2.171709 0.828455 0.0 0.0 0.0
C 1.763077 -1.834603 1.165150 0.0 0.1 0.0
C 2.072171 -2.196477 2.476187 -0.1 0.0 0.0
C 2.065701 -3.527878 2.858462 0.0 0.0 0.0
C 1.698958 -4.510552 1.945652 0.0 0.0 0.0
C 1.346919 -4.155990 0.652376 0.0 0.0 0.0
C 1.395223 -2.824529 0.260498 0.0 0.0 0.0
C -1.784803 -1.693874 1.269637 0.0 0.0 0.0
C -2.831269 -2.399717 0.684885 0.0 0.0 0.0
C -3.233730 -3.623459 1.197319 0.0 0.0 0.0
C -2.590800 -4.156034 2.306419 0.0 0.0 0.0
C -1.558825 -3.450231 2.907744 0.0 0.0 0.0
C -1.166197 -2.222314 2.396405 0.0 0.1 0.0
C -2.494335 1.052171 1.506703 -0.1 -0.1 0.0
C -2.647992 0.844234 2.881367 0.0 0.0 0.0
C -3.371180 1.736743 3.649801 0.0 0.0 0.0
C -3.936967 2.860298 3.057503 -0.1 -0.2 0.0
C -3.781956 3.077191 1.701177 -0.5 -0.6 0.2
C -3.068000 2.171890 0.920409 -0.2 -0.4 0.1
H -2.843937 -2.203352 -3.905734 0.0 0.0 0.0
H -3.317641 -2.743327 -2.299573 0.0 0.0 0.1
H -1.606873 -2.607016 -2.712226 0.0 0.0 0.0
H -2.421782 0.429287 -4.660331 0.0 0.0 0.0
H -0.792245 0.239025 -4.076862 0.0 0.0 0.0
H -1.743893 1.684281 -3.639985 0.0 0.0 0.0
H -4.851167 0.200832 -2.964515 0.0 0.0 0.0
H -4.261876 1.365514 -1.792567 0.0 -0.1 0.0
H -4.801020 -0.231495 -1.250928 0.0 0.0 0.0
H 4.555703 -1.629251 -0.088742 0.0 0.0 0.0
H 5.213955 -1.949169 -1.690650 0.0 0.0 0.0
H 3.749501 -2.780487 -1.161599 0.0 0.0 0.0
H 4.990671 1.196949 -0.984839 0.0 0.0 0.0
H 4.027265 1.938326 -2.285424 0.0 0.0 0.0
H 5.322850 0.792207 -2.672113 0.0 0.0 0.0
H 2.318261 -1.910135 -3.593324 0.0 0.0 0.0
H 3.674511 -0.993307 -4.260187 0.0 0.0 0.0
H 2.116643 -0.202218 -4.060140 0.0 0.0 0.0
H 3.903639 -0.560257 2.675543 0.1 0.1 -0.1
H 5.661161 0.948834 3.452859 0.0 0.0 0.0
H 5.807831 3.258338 2.578273 0.0 0.0 0.0
H 4.193094 4.022158 0.856921 0.0 0.0 0.0
H 2.474662 2.489173 0.018275 0.0 0.0 0.0
H 2.281184 -1.430592 3.213312 -0.1 -0.1 0.0
H 2.322328 -3.799012 3.875365 0.0 0.0 0.0
H 1.674129 -5.550027 2.249497 0.0 0.0 0.0
H 1.036982 -4.914904 -0.055064 0.0 0.0 0.0
H 1.133967 -2.537912 -0.751307 0.0 0.0 0.0
H -3.347023 -1.986738 -0.168542 0.0 0.0 -0.1
H -4.050208 -4.160314 0.730231 0.0 0.0 0.0
H -2.897822 -5.115824 2.703256 0.0 0.0 0.0
H -1.053991 -3.856157 3.775657 0.0 0.0 0.0
H -0.371163 -1.658378 2.864725 0.0 0.0 0.0
H -2.189457 -0.009851 3.357292 0.0 -0.1 0.0
H -3.477863 1.565363 4.713939 0.0 0.0 0.0
H -4.480453 3.579573 3.657649 0.0 0.0 0.0
H -4.184822 3.969036 1.243280 -0.2 -0.6 0.3
H -2.914912 2.380048 -0.131984 -0.1 -0.2 0.1
Cl -5.429512 3.596562 -1.304391 -0.1 0.2 0.3
C -4.296027 4.017214 -2.599796 0.1 0.0 -0.1
C -4.865357 4.014592 -3.873013 0.0 0.0 0.1
C -4.036233 4.098308 -4.972235 0.0 0.0 0.0
C -2.653568 4.106704 -4.772555 0.1 0.0 -0.1
C -2.036063 4.151562 -3.521971 -0.3 0.2 0.3
Cl 1.465298 2.534828 -3.114852 0.1 -0.1 -0.2
C -2.922703 4.198638 -2.418827 -0.1 0.1 -0.2
N -2.254627 4.312606 -1.157598 -0.1 0.1 0.1
C -2.560820 4.927646 0.025545 0.5 0.6 -0.3
C -3.709335 5.731317 0.156949 0.2 0.3 -0.2
C -4.083074 6.279974 1.365945 0.0 0.2 0.0
C -3.311130 6.083536 2.504012 0.0 0.0 0.0
C -2.125897 5.377968 2.372508 0.2 0.2 -0.2
C -1.711118 4.818067 1.169871 0.2 0.4 -0.1
C -0.301064 4.226569 1.160577 -0.1 0.0 0.0
C -0.180747 2.791087 0.731000 -0.1 0.0 0.4
O 0.153632 1.901317 1.661498 0.1 0.0 -0.1
O -0.390021 2.478583 -0.419386 0.4 0.0 -0.5
H -5.938171 3.910651 -3.969157 0.0 0.0 0.0
H -4.462446 4.106337 -5.971294 0.0 0.0 0.0
H -2.027946 4.056476 -5.663936 0.0 0.0 0.0
H -1.291534 4.052328 -1.314938 0.0 0.0 0.0
H -4.303839 5.913898 -0.724361 0.0 0.0 0.0
H -4.986641 6.876749 1.414304 0.0 0.0 0.0
H -3.600742 6.500829 3.459408 0.0 0.0 0.0
H -1.481742 5.259383 3.237412 0.0 0.0 0.0
H 0.135501 4.341965 2.150428 0.0 0.0 0.0
H 0.321888 4.774018 0.442975 0.0 0.0 0.0
```
Forces are in eV/Å.

Values from the calculation:
multiplicity	6
orbital gap (alpha / beta)	0.2051 / 0.2049	Ha
highest occupied orbital energy (alpha / beta)	-0.126 / -0.126	Ha
lowest unoccupied orbital energy (alpha / beta)	0.07934 / 0.07931	Eh
E_tot	-146714.20516	eV
net charge	-1

Löwdin population analysis, charges in e, atoms 1 to 5: atom 1 (Mn): 0.51, atom 2 (C): -0.18, atom 3 (Si): 0.32, atom 4 (C): -0.19, atom 5 (C): -0.17